1.
DFT (the ωB97M-V functional and the def2-TZVPD basis) results for a molecular structure, C32H49IOPSiV in a non-equilibrium geometry.

Structure (XYZ):
```
86
Properties=species:S:1:pos:R:3:forces:R:3
V -1.68727 0.46901 0.53929 1.80 -1.15 -0.31
C -1.21237 2.38801 1.63309 -0.38 0.45 0.57
C -2.24547 2.64561 0.70119 0.44 0.46 -0.16
C -3.35717 1.83191 1.04319 -0.43 -0.05 -0.30
C -3.00797 1.09011 2.20089 -0.04 -0.22 0.56
C -1.67727 1.42171 2.55269 -0.14 0.79 0.57
C -0.95507 0.97001 3.78419 -0.01 -0.06 -0.20
C -3.95347 0.29191 3.05029 0.16 0.04 -0.05
C -4.72527 1.85621 0.42059 0.14 -0.21 -0.02
C -2.23307 3.85101 -0.18991 0.01 -0.03 0.05
C -0.00357 3.25341 1.79249 0.01 -0.17 -0.12
H 0.11213 0.88331 3.58179 0.02 -0.05 0.10
H -1.32707 0.00061 4.11799 0.09 -0.03 0.00
H -1.09477 1.68111 4.60699 0.01 -0.02 -0.06
H -4.79837 -0.07769 2.46929 0.05 -0.04 0.02
H -4.33457 0.92321 3.86289 -0.04 -0.05 -0.03
H -3.45257 -0.56949 3.49269 -0.09 -0.02 -0.03
H -4.92577 0.93141 -0.12861 -0.11 0.08 0.02
H -4.83007 2.69521 -0.26791 -0.03 0.00 -0.02
H -5.48587 1.95651 1.19729 -0.10 0.05 -0.04
H -3.06707 3.85291 -0.89061 0.08 0.02 -0.05
H -1.29957 3.92991 -0.75011 -0.07 0.02 -0.06
H -2.31577 4.75451 0.42779 -0.03 0.00 -0.06
H 0.69673 2.81861 2.50159 0.14 0.01 -0.02
H -0.30687 4.23581 2.17469 0.02 -0.04 0.00
H 0.51173 3.41821 0.84519 0.05 0.02 0.01
I -2.64077 -2.06639 0.78269 -0.37 -0.49 0.00
C 3.17543 -3.10309 2.23759 0.06 0.22 -0.18
C 1.86163 -2.32049 2.23309 0.00 0.04 -0.05
C 0.74023 -3.34969 2.15569 -0.06 0.20 -0.19
C 1.73793 -1.60629 3.57889 -0.05 0.15 -0.25
Si 1.72323 -1.07179 0.73509 1.34 -0.74 0.10
O 0.38013 -0.29729 0.56129 -1.92 0.94 0.06
C 3.18033 0.16791 0.92179 -0.33 -0.33 0.01
C 4.50373 -0.17869 1.17309 0.18 -0.14 0.05
C 5.47193 0.77791 1.43089 0.25 -0.05 0.08
C 5.13843 2.12091 1.42989 0.09 0.12 0.01
C 3.84393 2.49391 1.11279 0.11 0.27 0.05
C 2.89113 1.52431 0.85989 -0.21 0.03 -0.02
C 2.17023 -2.08139 -0.83561 -0.10 0.33 0.46
C 3.31773 -1.84709 -1.58481 0.16 0.16 0.02
C 3.58413 -2.55219 -2.74621 0.18 -0.08 -0.19
C 2.71303 -3.54369 -3.16571 0.03 -0.03 -0.16
C 1.56353 -3.79549 -2.43631 -0.09 -0.14 -0.08
C 1.29113 -3.05369 -1.29941 -0.07 -0.22 0.06
H 3.09503 -3.96069 2.91069 -0.04 -0.06 0.08
H 3.99713 -2.48719 2.59289 0.19 0.02 0.01
H 3.41273 -3.47859 1.24329 0.14 -0.11 -0.11
H 0.72583 -3.96969 3.05449 0.07 -0.11 0.15
H 0.87453 -4.00229 1.29759 -0.05 -0.19 -0.13
H -0.22137 -2.86279 2.06549 -0.30 0.00 -0.03
H 1.95893 -2.29879 4.39639 0.01 -0.07 0.07
H 0.72403 -1.24229 3.71329 -0.12 0.12 0.09
H 2.42533 -0.76339 3.64959 0.09 0.13 0.09
H 4.79203 -1.21869 1.16719 0.08 -0.12 0.03
H 6.49253 0.48091 1.64819 -0.03 -0.05 -0.02
H 5.88263 2.86941 1.67349 0.02 0.02 -0.06
H 3.58603 3.54571 1.07989 -0.09 0.02 -0.01
H 1.88213 1.80261 0.61379 -0.25 0.12 0.01
H 4.01193 -1.08229 -1.26281 0.06 0.06 -0.02
H 4.47383 -2.33529 -3.32921 -0.02 0.00 0.06
H 2.91993 -4.10769 -4.06631 0.02 -0.03 -0.03
H 0.88213 -4.57199 -2.76091 -0.08 0.02 0.00
H 0.37343 -3.22449 -0.75841 -0.25 -0.09 0.07
C 0.78083 0.73331 -2.60211 -0.01 -0.11 0.03
C -0.34407 -0.27499 -2.78321 -0.18 0.07 0.35
P -1.87337 0.23401 -1.86551 -0.38 0.16 -1.20
C -3.16047 -0.91189 -2.60891 0.12 0.04 0.19
C -2.83507 -1.68549 -3.88221 -0.10 0.14 0.10
C -2.34217 1.79411 -2.79051 0.13 -0.20 0.19
C -2.49957 1.74761 -4.30661 -0.03 0.01 0.21
H 1.69483 0.35931 -3.06121 0.11 0.01 -0.02
H 0.96493 0.87921 -1.53901 0.06 0.11 0.05
H 0.53333 1.68881 -3.06511 0.02 0.12 0.00
H -0.04477 -1.23049 -2.34351 -0.04 0.05 -0.14
H -0.55497 -0.42659 -3.84431 -0.06 -0.07 0.09
H -4.04627 -0.28769 -2.76831 -0.04 -0.03 0.08
H -3.41227 -1.64329 -1.84011 -0.04 0.18 0.06
H -2.59227 -1.03969 -4.72231 0.09 0.02 -0.11
H -3.70627 -2.27859 -4.15831 -0.05 -0.11 -0.10
H -2.00737 -2.36969 -3.71761 0.13 -0.07 -0.03
H -1.58717 2.53841 -2.52601 -0.14 0.01 0.07
H -3.29197 2.11431 -2.34971 0.12 0.05 0.10
H -1.57937 1.43361 -4.79331 0.08 -0.06 -0.12
H -2.75677 2.74241 -4.67691 0.02 0.00 -0.08
H -3.29967 1.07021 -4.59761 -0.02 -0.06 -0.09
```
Forces are in eV/Å.

Properties
Net charge = -1
LUMO energy (spin up / spin down) = 2.612 / 2.607 eV
2S+1 = 2
HOMO energy (spin up / spin down) = -3.60 / -3.03 eV
Frontier orbital gap (spin up / spin down) = 6.214 / 5.641 eV
Electronic energy = -86987.78311 eV
Expectation value of S² = 0.758

2.
DFT (the ωB97M-V functional and the def2-TZVPD basis) results for 2 unconnected molecules or ions with the total composition C4H14N3 in a non-equilibrium geometry.

Structure (XYZ):
```
21
Properties=species:S:1:pos:R:3:forces:R:3
C -2.52805 1.03324 -0.27638 -2.38 -1.13 -0.17
C -1.01618 -0.91043 -0.57393 -0.23 0.79 -0.04
N -1.25424 0.41205 -0.17297 0.29 -0.12 0.66
N -2.00848 -1.86126 -0.40513 -0.26 -0.60 -0.53
N 0.22170 -1.23331 -1.13495 -0.65 -0.17 -0.60
H -0.45227 0.99460 -0.17312 0.45 0.42 -0.02
H -2.71181 -1.83149 0.30373 0.19 0.32 0.57
H -1.84562 -2.78874 -0.73936 0.17 -0.08 -0.21
H 0.83035 -0.44611 -1.25198 0.29 -0.19 0.00
H 0.64924 -2.11756 -0.91109 0.24 0.13 0.44
H -3.00462 1.09792 -1.27191 0.71 0.36 -0.29
H -2.73764 1.94742 0.27216 0.99 0.30 -0.05
H -3.26873 0.36891 0.19445 0.15 -0.09 0.17
C 2.07230 0.17656 1.26253 0.79 0.34 1.41
C 2.61455 1.08173 0.17560 0.53 0.87 0.05
H 2.62535 0.44061 2.17092 0.18 0.07 0.04
H 1.05748 0.37004 1.59717 -0.36 -0.29 -0.59
H 2.31568 -0.88047 1.18758 -0.54 -0.11 -0.60
H 3.60674 0.77356 -0.15102 -0.12 -0.39 -0.29
H 1.99408 1.30223 -0.69421 -0.11 -0.43 -0.06
H 2.84018 2.07047 0.59189 -0.34 -0.01 0.10
```
Forces are in eV/Å.

Properties
LUMO energy (spin up / spin down) = 1.032 / 0.916 eV
Energy above the lowest of the compared OMol25 structures with the same formula, charge and spin = 0.7096 eV
2S+1 = 2
HOMO energy (spin up / spin down) = -3.71 / -8.77 eV
Frontier orbital gap (spin up / spin down) = 4.747 / 9.689 eV
Electronic energy = -8842.64546 eV
Expectation value of S² = 0.753

3.
DFT (the ωB97M-V functional and the def2-TZVPD basis) results for 3 unconnected molecules or ions with the total composition C34H30O7.

Structure (XYZ):
```
71
Properties=species:S:1:pos:R:3:forces:R:3
O -3.10970 3.24640 -0.93676 0.01 0.00 0.00
C -2.68247 2.95098 -2.03230 -0.02 0.01 0.02
C -2.85439 3.86501 -3.19880 0.05 -0.06 -0.01
C -3.49641 5.08229 -3.01043 -0.03 0.07 -0.01
C -3.65336 5.95175 -4.07538 0.00 0.01 -0.02
C -3.16983 5.60997 -5.33376 0.00 0.01 0.01
C -2.53423 4.39633 -5.52854 -0.03 0.06 -0.05
C -2.37492 3.51890 -4.46360 0.00 -0.05 0.06
C -1.69708 2.21080 -4.70046 0.01 -0.01 -0.02
O -1.31481 1.89549 -5.80683 0.01 0.00 0.00
C -1.50340 1.30804 -3.52931 -0.03 0.07 0.02
C -0.84682 0.09713 -3.71415 0.03 -0.07 0.01
C -0.64454 -0.75011 -2.63869 0.01 -0.03 -0.01
C -1.09733 -0.39229 -1.37394 0.05 0.06 0.05
C -1.75637 0.80991 -1.18374 0.03 -0.06 0.04
C -1.96311 1.66470 -2.25940 -0.02 0.04 -0.07
H -3.86588 5.33451 -2.02620 0.02 -0.04 0.03
H -4.15370 6.89954 -3.92700 0.00 0.01 0.00
H -3.29082 6.29327 -6.16390 -0.01 0.01 0.00
H -2.15792 4.11458 -6.50209 0.02 -0.05 0.01
H -0.50014 -0.16654 -4.70372 -0.01 0.04 -0.03
H -0.13504 -1.69479 -2.77733 -0.01 -0.01 0.02
H -0.92622 -1.05799 -0.54000 0.03 -0.02 0.00
H -2.11612 1.09924 -0.20559 -0.02 0.05 -0.01
O 2.18670 -0.39179 1.88050 -0.04 -0.07 0.03
C 3.00191 0.42075 2.26373 -0.02 0.05 -0.04
C 3.19498 1.70946 1.54020 0.03 0.00 0.07
C 2.40856 1.97941 0.42695 -0.03 0.03 -0.06
C 2.55923 3.17683 -0.24974 0.01 0.02 -0.01
C 3.49614 4.10975 0.18171 -0.02 -0.01 -0.01
C 4.28613 3.84374 1.28648 0.00 0.06 -0.06
C 4.13988 2.64338 1.96957 0.00 -0.08 0.03
C 5.00878 2.37237 3.15154 0.02 0.02 -0.01
O 5.85618 3.16468 3.50209 -0.01 0.00 0.01
C 4.79807 1.09181 3.88841 -0.06 0.02 -0.06
C 5.57244 0.82647 5.01024 0.03 -0.04 0.07
C 5.38619 -0.34985 5.71505 -0.01 -0.02 0.00
C 4.42577 -1.26737 5.30313 0.02 0.00 0.02
C 3.65426 -1.01043 4.18364 0.01 -0.06 0.05
C 3.83716 0.16827 3.47184 0.02 0.06 -0.05
H 1.68263 1.24587 0.10368 0.00 -0.03 0.03
H 1.94515 3.38618 -1.11573 -0.01 0.01 -0.01
H 3.60900 5.04699 -0.34689 0.00 0.00 -0.01
H 5.02143 4.55782 1.63024 0.02 -0.03 0.04
H 6.31464 1.54932 5.31908 -0.01 0.04 -0.03
H 5.99024 -0.55465 6.58897 0.00 -0.01 0.01
H 4.28060 -2.18489 5.85777 0.01 -0.01 0.01
H 2.90683 -1.71653 3.84948 -0.02 0.02 -0.04
C -1.50152 -6.42384 0.32571 -0.05 0.07 0.00
O -0.88397 -5.69752 1.36492 0.03 -0.10 0.09
C -1.58741 -4.55885 1.80372 0.11 -0.03 -0.07
C -1.64295 -3.41337 0.76746 0.16 0.08 0.05
C -2.91072 -3.29760 -0.06250 -0.18 0.01 0.02
C -4.19873 -3.32802 0.74526 -0.19 -0.08 0.02
O -4.71329 -4.63586 0.99207 0.14 0.04 0.17
O -0.55937 -3.47660 -0.13744 -0.05 -0.06 -0.08
C 0.69383 -3.21530 0.46690 0.03 0.13 0.06
H -1.15446 -6.08784 -0.65356 0.00 0.05 -0.04
H -2.58963 -6.32290 0.36617 -0.04 -0.07 0.05
H -1.24893 -7.47318 0.46116 0.04 -0.05 -0.04
H -2.59713 -4.83619 2.11494 -0.10 0.06 0.02
H -1.05020 -4.21449 2.68584 0.05 -0.02 0.04
H -1.56456 -2.47429 1.33933 -0.03 0.01 0.09
H -2.95031 -4.06325 -0.84305 0.09 -0.03 -0.02
H -2.87002 -2.33365 -0.57094 0.04 -0.05 -0.16
H -4.96647 -2.73869 0.23945 -0.01 0.04 -0.05
H -4.04194 -2.87705 1.72750 -0.02 0.04 0.03
H -4.47872 -5.19995 0.25219 -0.08 -0.01 -0.15
H 1.45364 -3.34863 -0.29891 0.02 0.04 -0.04
H 0.73521 -2.18888 0.84496 0.05 0.03 0.00
H 0.90928 -3.89870 1.28881 -0.05 -0.11 0.00
```
Forces are in eV/Å.

Properties
LUMO energy = -1.066 eV
HOMO energy = -9.44 eV
Frontier orbital gap = 8.372 eV
SMILES = O=C1c2ccccc2C(=O)c2ccccc21.O=C1c2ccccc2C(=O)c2ccccc21.COC[C@H](CCO)OC
Electronic energy = -50077.06024 eV

4.
DFT (the ωB97M-V functional and the def2-TZVPD basis) results for a single C8H14P2 molecule in a non-equilibrium geometry.

Structure (XYZ):
```
24
Properties=species:S:1:pos:R:3:forces:R:3
H -2.29818 1.94624 -1.62537 -0.41 -0.82 0.35
P -3.12005 1.16513 -0.68837 1.00 0.51 0.68
C -1.85893 0.24291 0.03125 -1.40 0.70 -2.01
C -2.09937 -0.60406 1.14895 -0.30 -1.32 0.58
C -1.47653 -1.78116 1.27250 0.84 -0.72 -0.57
C -0.56522 -2.42198 0.23002 -0.24 2.96 -0.93
C -0.36816 -1.43647 -1.03484 -1.30 -1.43 1.39
C -0.58717 -0.01312 -0.65860 0.50 2.68 2.37
P 0.81996 0.32639 0.80875 -0.80 1.26 -1.44
C 0.52982 2.07602 1.62249 1.91 -1.49 -1.73
C 2.03035 1.04894 -0.36567 1.03 0.14 -0.17
H -2.86164 -0.34842 1.85251 -0.36 0.19 0.41
H -1.71030 -2.48237 2.05194 -0.23 0.16 0.65
H 0.40485 -2.75223 0.53812 0.49 -0.02 0.87
H -1.08776 -3.29208 -0.05502 -0.60 -1.14 -0.72
H 0.63998 -1.38297 -1.31782 1.48 -1.04 -1.00
H -1.05260 -1.84975 -1.78826 0.40 0.66 -0.31
H -0.48768 0.81638 -1.39046 0.48 -1.11 -0.10
H -0.19061 2.77076 1.33119 -1.70 0.62 -0.86
H 1.47727 2.62502 1.50741 -0.12 -0.42 0.06
H 0.42766 1.83951 2.61771 -0.45 -0.24 2.45
H 2.80859 1.43164 0.33442 -0.35 0.22 -0.88
H 1.55334 1.82851 -0.99713 0.50 -0.16 0.62
H 2.56581 0.37613 -1.05022 -0.36 -0.19 0.26
```
Forces are in eV/Å.

Properties
LUMO energy (spin up / spin down) = -0.150 / -0.151 eV
Energy above the lowest of the compared OMol25 structures with the same formula, charge and spin = 0.0000 eV
HOMO energy (spin up / spin down) = -7.79 / -7.79 eV
Frontier orbital gap (spin up / spin down) = 7.638 / 7.637 eV
SMILES = [H]/P=C1/C=CCC[C@@H]1P(C)C
Electronic energy = -27097.65542 eV